A molecular structure, C42H62AsBaN3SSi2 in a non-equilibrium geometry, computed with ωB97M-V with the def2-TZVPD basis set.

Summary:
largest force on an atom	0.021	hartree/bohr
LUMO	3.8	eV
calculated total energy	-5040.50057	hartree
relative energy (zero: lowest compared OMol25 entry of this formula, charge and spin)	56.2	kJ/mol
gap between HOMO and LUMO	4.43	eV

Structure (ORCA input):
```
! RIJCOSX wB97M-V def2-TZVPD def2/J DEFGRID3
* xyz -2 1
Ba -0.04763 0.08991 0.04169
C -0.81527 1.85055 2.65369
C -2.16091 1.54881 2.36322
C -2.37062 0.18261 2.66257
C -1.17047 -0.35166 3.17055
C -0.20653 0.68411 3.17391
C 1.09019 0.65788 3.92587
C -1.05737 -1.74606 3.71173
C -3.65822 -0.58454 2.58675
C -3.19932 2.54798 1.93879
C -0.15942 3.20012 2.57608
H 1.02133 1.21191 4.87569
H 1.92947 1.11441 3.38809
H 1.39169 -0.35846 4.18889
H -1.79062 -1.92579 4.51036
H -0.07097 -1.95000 4.13918
H -1.24648 -2.50990 2.94970
H -3.95828 -0.97056 3.57056
H -3.60070 -1.44808 1.91347
H -4.47864 0.03850 2.22239
H -4.18095 2.30385 2.35766
H -3.33192 2.62976 0.85654
H -2.94649 3.54978 2.29698
H -0.00805 3.65634 3.56598
H -0.75206 3.90207 1.98578
H 0.82538 3.16232 2.10173
C 4.54743 -0.07591 4.89113
C 5.12734 -1.08746 3.89106
C 6.34235 -1.75972 4.53728
C 5.61784 -0.34119 2.64749
C 4.04795 -2.10558 3.51122
C 4.05445 -3.39921 4.05196
C 3.10361 -4.34019 3.70472
C 2.11265 -3.98682 2.80284
S 0.87141 -4.94889 2.08459
C 0.36331 -3.56085 1.12521
N 1.02103 -2.46940 1.36127
C 2.04304 -2.68727 2.28162
C 3.02323 -1.75794 2.63690
C -0.74930 -3.70621 0.16905
C -1.24384 -4.99580 -0.07924
C -2.27966 -5.17263 -0.97756
C -2.80379 -4.05432 -1.62091
C -2.28860 -2.79286 -1.35659
C -1.24034 -2.53830 -0.44934
H 5.34927 0.53588 5.31575
H 4.03321 -0.58538 5.70895
H 3.82829 0.58751 4.41187
H 7.12855 -1.01559 4.68317
H 6.74264 -2.55960 3.91009
H 6.10430 -2.17809 5.51804
H 6.40088 0.37000 2.92703
H 4.82302 0.22558 2.16842
H 6.02908 -1.03429 1.90988
H 4.83152 -3.69041 4.74512
H 3.15361 -5.34172 4.11461
H 2.97614 -0.76713 2.20238
H -0.82637 -5.86948 0.41422
H -2.66957 -6.16404 -1.17919
H -3.61282 -4.17867 -2.33620
H -2.72560 -1.96015 -1.90348
C -3.60779 1.03129 -3.52925
Si -3.00252 1.67123 -1.83764
C -3.86029 3.36709 -1.64495
C -3.75551 0.45656 -0.62179
N -1.30388 1.67815 -1.64372
C -0.51546 2.51466 -2.41872
C -1.05924 3.38248 -3.38520
C -0.31536 4.22382 -4.21216
C 1.05820 4.21202 -4.10090
C 1.64380 3.36452 -3.15912
C 0.93239 2.52059 -2.29165
N 1.56960 1.68727 -1.38510
Si 3.15640 1.69197 -0.82228
C 3.82400 -0.07478 -0.67435
C 3.27146 2.37486 0.94228
C 4.53173 2.63018 -1.74013
H -4.69288 0.87561 -3.49790
H -3.13644 0.06839 -3.74937
H -3.38351 1.71107 -4.35390
H -4.82149 3.25283 -1.13205
H -4.05235 3.82565 -2.61807
H -3.24560 4.05901 -1.06468
H -4.73952 0.81138 -0.29332
H -3.16312 0.32526 0.28454
H -3.90609 -0.52618 -1.06927
H -2.13449 3.40054 -3.50436
H -0.82155 4.86117 -4.93036
H 1.68525 4.83577 -4.73020
H 2.72237 3.35203 -3.10406
H 3.14448 -0.78366 -0.18988
H 4.75306 -0.06402 -0.09386
H 4.05936 -0.48674 -1.66016
H 2.66673 1.77886 1.63412
H 2.88532 3.39626 0.99105
H 4.30174 2.37966 1.31429
H 4.64807 2.29752 -2.77476
H 5.47213 2.43106 -1.21141
H 4.36737 3.70936 -1.74192
C 3.19253 -3.01283 -3.18152
As 1.53163 -2.13175 -2.57800
C 1.55926 -0.63965 -3.84905
C 0.30322 -3.27574 -3.59222
H 3.25774 -2.98573 -4.27129
H 3.18680 -4.05073 -2.84574
H 4.05899 -2.51233 -2.75095
H 1.79345 -0.99161 -4.85650
H 2.27690 0.10955 -3.51634
H 0.58278 -0.15133 -3.84113
H 0.70430 -3.47879 -4.58781
H -0.65227 -2.76062 -3.67527
H 0.13198 -4.20859 -3.05387
*
```

These are the Löwdin partial charges, in e, on atoms 1 to 99: number 1, Ba, carries 1.621; number 2, C, carries -0.326; number 3, C, carries -0.278; number 4, C, carries -0.292; number 5, C, carries -0.295; number 6, C, carries -0.341; number 7, C, carries -0.075; number 8, C, carries -0.058; number 9, C, carries -0.075; number 10, C, carries -0.054; number 11, C, carries -0.056; number 12, H, carries 0.079; number 13, H, carries 0.034; number 14, H, carries 0.052; number 15, H, carries 0.069; number 16, H, carries 0.060; number 17, H, carries 0.060; number 18, H, carries 0.064; number 19, H, carries 0.072; number 20, H, carries 0.054; number 21, H, carries 0.069; number 22, H, carries 0.030; number 23, H, carries 0.066; number 24, H, carries 0.069; number 25, H, carries 0.065; number 26, H, carries 0.044; number 27, C, carries -0.037; number 28, C, carries -0.547; number 29, C, carries -0.083; number 30, C, carries -0.053; number 31, C, carries -0.164; number 32, C, carries -0.050; number 33, C, carries -0.094; number 34, C, carries -0.483; number 35, S, carries 1.075; number 36, C, carries -0.538; number 37, N, carries 0.056; number 38, C, carries -0.291; number 39, C, carries 0.031; number 40, C, carries -0.319; number 41, C, carries -0.109; number 42, C, carries -0.130; number 43, C, carries -0.122; number 44, C, carries -0.185; number 45, C, carries -0.210; number 46, H, carries 0.080; number 47, H, carries 0.091; number 48, H, carries 0.067; number 49, H, carries 0.077; number 50, H, carries 0.086; number 51, H, carries 0.075; number 52, H, carries 0.086; number 53, H, carries 0.045; number 54, H, carries 0.093; number 55, H, carries 0.091; number 56, H, carries 0.099; number 57, H, carries 0.102; number 58, H, carries 0.060; number 59, H, carries 0.082; number 60, H, carries 0.088; number 61, H, carries 0.057; number 62, C, carries -0.189; number 63, Si, carries 0.335; number 64, C, carries -0.198; number 65, C, carries -0.182; number 66, N, carries -0.273; number 67, C, carries -0.363; number 68, C, carries -0.097; number 69, C, carries -0.164; number 70, C, carries -0.169; number 71, C, carries -0.088; number 72, C, carries -0.360; number 73, N, carries -0.262; number 74, Si, carries 0.295; number 75, C, carries -0.191; number 76, C, carries -0.181; number 77, C, carries -0.204; number 78, H, carries 0.016; number 79, H, carries 0.013; number 80, H, carries 0.008; number 81, H, carries 0.013; number 82, H, carries 0.009; number 83, H, carries 0.025; number 84, H, carries 0.035; number 85, H, carries -0.016; number 86, H, carries 0.010; number 87, H, carries 0.046; number 88, H, carries 0.073; number 89, H, carries 0.071; number 90, H, carries 0.049; number 91, H, carries -0.012; number 92, H, carries 0.011; number 93, H, carries 0.002; number 94, H, carries -0.012; number 95, H, carries 0.027; number 96, H, carries 0.017; number 97, H, carries 0.019; number 98, H, carries 0.015; number 99, H, carries 0.020